{"formula": "C84H210O33", "method": "ωB97M-V/def2-TZVPD", "total_charge": 0, "homo_ha": -0.335, "e_tot_ha": -5808.491601, "orbital_gap_ev": 9.7664, "elements": ["C", "O", "C", "C", "O", "C", "H", "H", "H", "H", "H", "H", "H", "H", "H", "H", "C", "O", "C", "C", "O", "C", "H", "H", "H", "H", "H", "H", "H", "H", "H", "H", "C", "O", "C", "C", "O", "C", "H", "H", "H", "H", "H", "H", "H", "H", "H", "H", "C", "O", "C", "C", "O", "C", "H", "H", "H", "H", "H", "H", "H", "H", "H", "H", "C", "O", "C", "C", "O", "C", "H", "H", "H", "H", "H", "H", "H", "H", "H", "H", "C", "O", "C", "C", "O", "C", "H", "H", "H", "H", "H", "H", "H", "H", "H", "H", "C", "O", "C", "C", "O", "C", "H", "H", "H", "H", "H", "H", "H", "H", "H", "H", "C", "O", "C", "C", "O", "C", "H", "H", "H", "H", "H", "H", "H", "H", "H", "H", "C", "O", "C", "C", "O", "C", "H", "H", "H", "H", "H", "H", "H", "H", "H", "H", "C", "O", "C", "C", "O", "C", "H", "H", "H", "H", "H", "H", "H", "H", "H", "H", "C", "O", "C", "C", "O", "C", "H", "H", "H", "H", "H", "H", "H", "H", "H", "H", "C", "O", "C", "C", "O", "C", "H", "H", "H", "H", "H", "H", "H", "H", "H", "H", "C", "C", "O", "C", "C", "H", "H", "H", "H", "H", "H", "H", "H", "H", "H", "C", "C", "O", "C", "C", "H", "H", "H", "H", "H", "H", "H", "H", "H", "H", "C", "C", "O", "C", "C", "H", "H", "H", "H", "H", "H", "H", "H", "H", "H", "C", "C", "O", "C", "C", "H", "H", "H", "H", "H", "H", "H", "H", "H", "H", "C", "C", "O", "C", "C", "H", "H", "H", "H", "H", "H", "H", "H", "H", "H", "C", "C", "O", "C", "C", "H", "H", "H", "H", "H", "H", "H", "H", "H", "H", "C", "C", "O", "C", "C", "H", "H", "H", "H", "H", "H", "H", "H", "H", "H", "C", "C", "O", "C", "C", "H", "H", "H", "H", "H", "H", "H", "H", "H", "H", "C", "C", "O", "C", "C", "H", "H", "H", "H", "H", "H", "H", "H", "H", "H"], "coordinates": [[7.0992, -6.5337, 2.4850], [7.8787, -6.5439, 3.7225], [7.8116, -5.2902, 4.3439], [6.4607, -4.9311, 4.9951], [6.0910, -5.6283, 6.1477], [5.8565, -7.0415, 6.1316], [7.3446, -7.3843, 1.8678], [7.3696, -5.6302, 1.9640], [6.0244, -6.4948, 2.7780], [8.1897, -4.4421, 3.6935], [8.6115, -5.2593, 5.0948], [5.7113, -5.0170, 4.1583], [6.3950, -3.8558, 5.2935], [6.7512, -7.5698, 6.3999], [5.5365, -7.3270, 5.1266], [5.1439, -7.1050, 6.9135], [6.7577, 3.0700, -4.3724], [5.7490, 3.4677, -3.4787], [6.2754, 3.7119, -2.1412], [5.4714, 2.8576, -1.0950], [5.6086, 1.4625, -1.3919], [4.5452, 0.7346, -0.8375], [6.2817, 2.7308, -5.2667], [7.3087, 2.2112, -4.0081], [7.4715, 3.8806, -4.6315], [6.3358, 4.8011, -1.8557], [7.3278, 3.3920, -2.1355], [4.3799, 3.1158, -1.1625], [5.8248, 2.9759, -0.1002], [4.5169, -0.2519, -1.2057], [3.6251, 1.1758, -1.2563], [4.4163, 0.7417, 0.2614], [-8.4325, 6.6043, -1.6970], [-8.2433, 5.2335, -2.0372], [-9.2488, 4.7184, -2.8599], [-9.1783, 3.2021, -2.9006], [-8.1866, 2.6664, -3.6934], [-8.3238, 1.2873, -3.8359], [-9.4364, 6.8138, -1.2967], [-8.3323, 7.3074, -2.4781], [-7.6389, 6.7613, -0.9149], [-9.0986, 5.0872, -3.8681], [-10.2762, 5.0371, -2.6139], [-10.1651, 2.7914, -3.2828], [-9.0904, 2.8735, -1.8317], [-8.0412, 0.7551, -2.9336], [-7.7287, 0.9677, -4.6606], [-9.3807, 0.9854, -3.9437], [0.6868, -6.2178, -1.7925], [1.2858, -7.3956, -1.3404], [2.5438, -7.2939, -0.8510], [3.7043, -7.1627, -1.8440], [4.8715, -7.0336, -1.1374], [6.0270, -7.0858, -2.0187], [-0.3307, -6.4304, -2.1479], [1.2372, -5.8260, -2.6527], [0.5918, -5.4858, -0.9505], [2.7690, -8.1761, -0.2777], [2.5270, -6.4205, -0.1578], [3.5958, -6.3279, -2.5442], [3.8520, -8.0590, -2.4764], [5.7865, -6.3247, -2.7321], [6.1536, -8.0546, -2.5182], [6.9645, -6.9025, -1.4014], [0.1710, 8.3779, -4.1182], [0.9293, 8.2211, -2.9032], [1.5275, 6.9588, -2.8058], [2.1900, 6.7075, -1.4119], [1.2617, 6.4610, -0.4086], [1.9047, 6.2311, 0.8473], [0.7944, 8.3655, -5.0133], [-0.2623, 9.3378, -4.0661], [-0.5956, 7.5977, -4.2040], [2.3617, 6.8939, -3.6331], [0.8885, 6.1018, -3.1090], [2.8406, 7.5635, -1.0774], [2.9019, 5.9188, -1.6054], [2.2983, 5.2525, 0.9583], [1.1778, 6.3524, 1.6819], [2.7422, 6.9860, 0.9850], [-1.1080, 2.4781, -6.5136], [-0.8343, 1.0991, -6.3540], [0.5164, 0.9655, -5.8943], [0.8194, -0.5105, -5.6449], [1.2724, -1.1453, -6.8263], [0.3116, -2.1127, -7.2975], [-2.0815, 2.6106, -7.0189], [-0.4162, 3.0533, -7.0866], [-1.2119, 2.9150, -5.4391], [0.6081, 1.5166, -4.9526], [1.3039, 1.2574, -6.5857], [-0.0193, -1.0522, -5.0440], [1.6544, -0.4968, -4.9366], [-0.6006, -1.5831, -7.6138], [0.0185, -2.8677, -6.6202], [0.7898, -2.5608, -8.1600], [3.8574, 0.4035, 3.8356], [3.8726, -0.5535, 2.7881], [2.6997, -0.4659, 2.0275], [1.4525, -1.0047, 2.6833], [0.8303, 0.0832, 3.4624], [-0.4348, -0.3420, 3.9014], [4.1902, 1.3558, 3.3959], [4.5135, 0.0436, 4.6590], [2.8215, 0.5073, 4.1968], [2.9622, -0.9384, 1.0974], [2.4171, 0.6308, 1.8163], [1.5406, -1.9368, 3.2971], [0.8273, -1.2459, 1.8253], [-0.9802, -0.6011, 2.9933], [-0.8686, 0.5208, 4.3087], [-0.3171, -1.1422, 4.6079], [-2.7949, -5.7373, -0.3525], [-2.9479, -4.7503, 0.6238], [-1.7104, -4.1802, 1.0318], [-1.9304, -3.4379, 2.3110], [-2.6369, -2.2090, 2.1419], [-4.0289, -2.3555, 2.2175], [-1.8577, -6.3917, -0.1886], [-2.7338, -5.2655, -1.3623], [-3.7347, -6.2336, -0.4081], [-1.3477, -3.4777, 0.2556], [-0.9468, -4.9965, 1.0741], [-0.9086, -3.2175, 2.6699], [-2.4447, -4.0478, 3.0977], [-4.2726, -2.6745, 3.2239], [-4.4301, -3.0699, 1.5163], [-4.5025, -1.4248, 1.9074], [6.8791, 5.4368, 1.7387], [5.4655, 5.3368, 1.8995], [5.1587, 4.5206, 3.0158], [3.6456, 4.5823, 3.2281], [3.0314, 3.8298, 2.1730], [1.7090, 3.3716, 2.4014], [7.0141, 5.8735, 0.6973], [7.2029, 4.4414, 1.6959], [7.2360, 6.0544, 2.5275], [5.6396, 4.9071, 3.9193], [5.5215, 3.4631, 2.9365], [3.3769, 5.6357, 3.2072], [3.3892, 4.1694, 4.2422], [1.6808, 2.6208, 3.2437], [1.4138, 2.9482, 1.4504], [0.9505, 4.1539, 2.6382], [4.1242, 0.4489, -4.2781], [4.5907, -0.8585, -4.0443], [5.9472, -1.0954, -4.4550], [6.2300, -1.0173, -5.9818], [6.6493, 0.2807, -6.4261], [7.1350, 0.1778, -7.7193], [3.0918, 0.4985, -4.0967], [4.3215, 0.7711, -5.3181], [4.6057, 1.1544, -3.5582], [6.1509, -2.0921, -4.1547], [6.5487, -0.3747, -3.8838], [5.2930, -1.3880, -6.4999], [6.9675, -1.8547, -6.2014], [7.3926, 1.1394, -8.0871], [6.2890, -0.1785, -8.3466], [7.9824, -0.4945, -7.8417], [3.6954, -3.9999, -3.8390], [4.7315, -3.9404, -2.9737], [4.3537, -3.5460, -1.6583], [5.5063, -2.6678, -1.0891], [5.0998, -2.2431, 0.1879], [5.9154, -2.6903, 1.2130], [4.0336, -4.3233, -4.8099], [3.1969, -3.0345, -3.9681], [2.8946, -4.6739, -3.5400], [4.1639, -4.3946, -1.0405], [3.4434, -2.9648, -1.6498], [5.6044, -1.7714, -1.7413], [6.4628, -3.2336, -1.1639], [6.9090, -2.3046, 1.1117], [5.9309, -3.8406, 1.1463], [5.5334, -2.2770, 2.1197], [1.1545, -2.0474, -0.8322], [-0.0089, -1.3565, -0.3865], [-0.2111, -0.1241, -1.0704], [-1.4155, 0.5929, -0.5304], [-0.9527, 1.2062, 0.7029], [-1.9499, 1.7434, 1.5422], [2.0884, -1.5562, -0.7018], [1.1189, -2.2478, -1.8829], [1.1565, -3.0202, -0.3320], [-0.3703, -0.3477, -2.1157], [0.6833, 0.6121, -0.9446], [-2.2581, -0.1484, -0.3028], [-1.6213, 1.3771, -1.2169], [-2.4164, 2.6255, 1.1361], [-1.4609, 1.8892, 2.5373], [-2.7442, 0.9884, 1.6723], [2.7426, -4.4957, 2.8443], [1.6327, -4.8087, 3.8954], [0.7275, -5.6703, 3.2731], [1.3522, -6.9291, 3.0041], [0.3942, -7.6926, 2.1434], [2.2505, -3.9664, 2.0027], [3.4270, -3.7256, 3.2925], [3.3262, -5.3197, 2.4143], [1.9462, -5.3280, 4.7637], [1.1056, -3.9035, 4.1931], [2.2445, -6.7776, 2.4036], [1.6446, -7.3824, 3.9948], [0.4189, -7.3272, 1.0777], [-0.6015, -7.6465, 2.6106], [0.6170, -8.7200, 1.9286], [-5.5739, -3.4838, -2.6562], [-4.4837, -2.3684, -2.3284], [-4.5951, -1.3410, -3.3085], [-3.7070, -0.2346, -3.1535], [-4.1472, 0.7548, -4.1847], [-5.3335, -4.3628, -2.0996], [-6.6124, -3.1142, -2.4427], [-5.5320, -3.7277, -3.6986], [-4.7371, -1.8852, -1.3412], [-3.5199, -2.7974, -2.3705], [-3.6578, 0.1052, -2.0662], [-2.6971, -0.5043, -3.4540], [-5.1908, 1.0186, -4.1018], [-3.9835, 0.2662, -5.1661], [-3.4612, 1.6371, -4.0690], [-4.6995, 6.8450, -4.1070], [-4.1537, 5.4333, -3.8652], [-3.2272, 5.5004, -2.7717], [-2.6542, 4.3147, -2.3764], [-1.7234, 4.6201, -1.1586], [-5.2527, 6.9853, -3.1683], [-3.9062, 7.6001, -4.2373], [-5.3680, 6.8988, -4.9713], [-4.9877, 4.7303, -3.7255], [-3.4603, 5.0116, -4.6233], [-3.3051, 3.5503, -2.0142], [-2.1024, 3.8445, -3.2174], [-0.9515, 3.8396, -0.9971], [-2.2983, 4.7902, -0.2539], [-1.0160, 5.4597, -1.2768], [-0.9057, -3.4201, -3.4675], [-1.9134, -4.0852, -4.3911], [-2.2591, -5.3916, -3.8780], [-3.1733, -6.1206, -4.6964], [-3.5081, -7.4431, -4.0629], [-1.2637, -3.2449, -2.4934], [-0.0125, -4.0778, -3.3659], [-0.6160, -2.4241, -3.8794], [-2.8513, -3.5216, -4.5979], [-1.4353, -4.1585, -5.3728], [-4.0324, -5.4544, -4.8634], [-2.7607, -6.3119, -5.7058], [-4.3491, -7.8799, -4.6306], [-3.8006, -7.4018, -2.9249], [-2.6696, -8.1643, -4.1140], [1.4619, 4.8833, 8.4107], [0.5062, 3.8892, 7.7547], [1.2419, 2.6912, 7.5780], [0.4715, 1.4728, 7.7126], [1.4107, 0.3308, 7.4780], [2.3251, 5.0656, 7.7861], [0.9420, 5.8542, 8.5816], [1.9293, 4.4069, 9.3070], [-0.3264, 3.7175, 8.3617], [0.1094, 4.3645, 6.8353], [0.0314, 1.4198, 8.6780], [-0.3407, 1.6447, 7.0099], [0.9676, -0.6112, 7.7363], [2.2267, 0.4496, 8.2680], [1.9422, 0.3882, 6.5528], [-3.1607, -0.2805, 6.8760], [-3.9217, 0.1642, 5.6589], [-3.4550, 1.4981, 5.3280], [-4.2206, 2.0764, 4.2323], [-3.6607, 3.4975, 4.0145], [-2.2830, -0.9362, 6.6860], [-2.7094, 0.6021, 7.3348], [-3.8155, -0.6081, 7.6662], [-3.6143, -0.4584, 4.8039], [-5.0272, 0.1955, 5.8218], [-4.0717, 1.4933, 3.2741], [-5.3149, 2.0761, 4.3570], [-4.2200, 3.9452, 3.2218], [-2.5925, 3.4480, 3.7678], [-3.6538, 4.1104, 4.9633], [-8.1885, 5.0226, 4.8410], [-8.1796, 4.7605, 3.3689], [-7.7300, 3.4447, 3.0640], [-7.4438, 3.1685, 1.7449], [-7.1549, 1.7120, 1.4801], [-8.2130, 6.1237, 4.9244], [-9.1232, 4.6598, 5.3131], [-7.3282, 4.5122, 5.2643], [-9.2054, 4.9020, 2.9693], [-7.4020, 5.4023, 2.9469], [-8.2521, 3.4270, 1.0079], [-6.5915, 3.7561, 1.4233], [-6.1439, 1.5425, 1.9376], [-6.9630, 1.5860, 0.3795], [-7.8651, 1.0277, 1.8742], [-4.5182, -3.4363, 6.8395], [-5.9758, -2.9767, 6.5649], [-6.2292, -1.8462, 7.2955], [-7.4656, -1.3222, 7.0402], [-7.7531, -0.3410, 8.1632], [-3.8087, -2.7320, 6.4053], [-4.4061, -3.5809, 7.9414], [-4.3597, -4.4911, 6.4920], [-6.1017, -2.7185, 5.4465], [-6.6429, -3.8331, 6.8358], [-7.4793, -0.8349, 6.0794], [-8.1893, -2.0837, 7.0837], [-7.5765, -0.8201, 9.1425], [-8.7825, 0.0439, 7.9666], [-7.0609, 0.4793, 8.2034], [1.0578, 3.3860, -2.4841], [2.1112, 3.5421, -3.5091], [1.6433, 4.1863, -4.6189], [2.5608, 4.5664, -5.6043], [1.9261, 5.5614, -6.4791], [1.3390, 2.7669, -1.6416], [0.6862, 4.3179, -2.0741], [0.2557, 2.8518, -2.9611], [2.9413, 4.0579, -3.0073], [2.5782, 2.5654, -3.7051], [3.5180, 4.8589, -5.1595], [2.9534, 3.6308, -6.1919], [1.6336, 6.3875, -5.9278], [0.9859, 5.1677, -6.9054], [2.5803, 5.8138, -7.2527]], "forces_ev_per_a": [[-0.2, 0.3, 1.8], [-0.6, -0.2, -1.2], [1.1, 1.4, 1.0], [-0.4, 0.5, -1.3], [0.3, 0.2, 0.2], [0.6, 1.7, -1.0], [0.0, -0.4, 0.2], [-0.1, 0.4, -0.5], [0.6, -0.2, -0.7], [-0.9, -0.8, 0.0], [-0.3, -0.5, 0.3], [0.1, -0.2, 0.8], [0.5, -0.8, -0.3], [0.5, -0.4, 0.0], [-0.3, -0.4, 0.3], [-1.0, -0.9, 0.4], [0.4, 0.3, -0.2], [0.3, 0.7, 1.5], [-0.1, -0.7, 0.2], [-0.5, 0.1, -2.0], [0.5, 0.3, 0.1], [-1.5, 1.3, 0.0], [-0.4, -0.1, -0.7], [0.3, -0.2, 0.3], [-0.3, -0.2, 0.2], [-0.7, -0.9, -0.4], [-0.2, -0.2, 0.1], [0.8, 0.0, 0.2], [0.3, 0.7, 1.0], [0.5, -1.2, -0.3], [-0.3, 0.0, 0.3], [0.6, 0.1, -0.3], [0.7, -1.0, 2.1], [-0.4, 0.6, 0.3], [0.1, -0.4, -1.1], [-1.9, -0.3, 1.2], [0.7, 0.6, -0.5], [-0.9, -0.4, 0.8], [0.1, -0.4, 0.3], [0.6, 0.5, -1.4], [-1.0, 0.3, -0.7], [0.1, 0.2, -0.6], [0.3, -0.1, 0.6], [0.7, 0.6, 0.5], [0.0, 0.0, -0.6], [0.5, -0.1, 0.4], [0.3, -0.3, -0.6], [0.1, 0.2, -0.5], [-0.4, 0.4, 0.1], [-1.8, -1.3, -1.1], [1.5, 1.2, 0.9], [-0.6, -0.5, -1.3], [2.2, -0.1, 1.1], [-0.1, 0.1, 1.7], [0.3, -0.2, 0.2], [0.0, 0.4, 0.2], [0.3, -0.2, -0.6], [-0.1, -0.4, 0.4], [0.7, -0.2, -0.1], [-0.2, 0.2, 0.0], [-0.9, 0.0, 0.1], [0.8, 0.6, -0.8], [-0.3, 0.0, 0.1], [-1.3, 0.1, -0.8], [0.8, -1.0, 0.8], [-0.8, -0.1, -0.5], [2.0, -0.4, -0.8], [0.3, 1.6, -1.3], [-0.3, -0.5, 0.6], [-0.1, 1.9, 0.3], [0.3, -0.2, 0.0], [-0.7, 1.0, 0.1], [0.0, 0.1, 0.0], [-0.9, 0.1, 1.5], [-0.2, 0.6, 0.5], [-0.6, -0.3, -0.6], [0.2, -0.9, 0.3], [0.5, -0.7, -0.5], [0.2, 0.2, -0.8], [-0.8, -0.8, 0.0], [-2.1, 0.3, 2.2], [1.2, 0.6, -0.8], [-0.9, -1.6, 0.7], [-0.3, 0.2, 1.5], [-1.2, -1.2, 0.6], [0.5, 1.9, -1.5], [0.3, -0.3, 0.3], [1.0, 0.1, -0.3], [0.3, -0.2, -1.8], [0.2, 0.1, 0.0], [-0.2, 0.6, -0.4], [1.1, 0.9, -1.6], [0.1, -0.2, -0.1], [0.2, -0.2, 0.0], [0.1, -0.8, 1.2], [-0.1, -0.2, -0.2], [0.0, -0.2, 0.3], [0.3, -0.1, 0.4], [-0.2, 1.5, 0.3], [-0.6, 0.6, 0.3], [1.4, -1.4, -0.8], [0.7, 0.1, -1.6], [0.0, 0.0, 0.5], [-0.3, 0.4, -0.6], [0.5, 0.2, 0.2], [-0.3, -0.4, -0.4], [0.6, -1.3, 0.0], [0.3, 0.8, -0.3], [-0.7, 0.0, 0.1], [-0.5, -0.5, 0.3], [-0.9, 1.0, 1.0], [-0.4, -0.6, 0.5], [1.3, 0.5, -1.2], [0.3, -0.1, 0.5], [-0.2, -0.5, -1.1], [0.5, 0.1, 0.9], [0.8, -0.2, -0.4], [-0.2, 0.0, -0.3], [-1.6, 0.7, -0.1], [0.5, -0.2, 0.4], [-0.5, -1.1, 0.3], [-0.1, 0.0, 0.3], [-0.4, 0.5, 0.6], [-0.5, 0.3, 0.2], [0.4, 0.2, -0.7], [-0.6, 0.1, 0.4], [0.1, -0.6, -0.3], [0.1, 0.3, 0.6], [-2.1, 1.0, -2.4], [-0.1, -0.4, 0.3], [-0.6, -0.1, 0.3], [0.4, -1.2, 0.2], [0.2, 0.3, 0.9], [-0.2, -0.2, 1.0], [0.2, -0.2, 1.5], [1.4, -1.4, 0.3], [1.0, 0.4, 0.5], [0.1, 0.2, 0.1], [-0.3, 0.6, -0.4], [-0.4, 0.2, -0.1], [0.1, 0.2, -0.8], [0.0, 0.5, -0.9], [-0.2, -0.5, 0.0], [0.7, -0.1, -0.1], [2.1, 0.9, 0.0], [0.0, -0.7, -0.5], [-0.7, 1.7, -0.5], [-0.7, -1.0, 0.6], [0.0, -1.3, 1.3], [-1.3, -0.6, -1.2], [-1.4, -0.2, 0.3], [-0.1, 0.0, 0.4], [-0.1, -0.3, -0.7], [0.2, -0.9, 0.5], [0.4, -0.2, -0.3], [0.7, 0.7, 0.2], [-0.2, 1.3, 0.1], [0.4, 1.0, -0.1], [0.6, 0.0, -0.1], [0.1, -0.2, 0.2], [-2.0, 0.4, -1.3], [1.3, 0.0, 1.5], [1.4, 1.0, -0.4], [-0.8, -0.2, -1.3], [-0.2, 0.4, -0.7], [0.0, -2.0, -0.3], [0.3, -0.1, -0.4], [0.1, 0.3, -0.1], [-0.1, -0.4, 0.2], [0.1, -0.9, 0.6], [-0.3, 0.4, -0.3], [0.0, -0.6, 0.3], [-0.5, 0.3, 0.5], [1.0, 0.1, -0.2], [0.2, 1.4, 0.7], [-0.5, -0.2, 0.8], [-1.3, -0.7, 0.2], [0.7, 0.4, -0.1], [1.2, 0.5, 0.6], [0.5, -1.0, 2.4], [-0.1, -0.3, -0.7], [0.3, -1.4, 0.6], [0.7, 0.9, 0.7], [-0.3, -0.2, -1.0], [0.1, 0.2, 0.1], [0.1, 0.0, -0.7], [-1.2, -1.3, -0.3], [0.9, 1.1, -0.5], [-0.9, 0.7, -0.8], [0.0, 0.7, -0.1], [-0.5, 0.2, -0.9], [0.1, 0.1, 0.1], [0.2, 2.1, 0.9], [0.7, 0.0, -2.0], [-0.8, -0.7, -0.5], [-0.1, 0.1, 0.4], [-0.8, 0.1, -1.0], [0.2, -0.3, 0.3], [-0.3, -0.7, -0.5], [-0.2, 0.3, 0.6], [1.0, -0.2, 1.2], [0.0, 0.0, -0.1], [0.3, -0.1, 0.3], [-0.4, 0.0, -0.9], [-0.5, 0.4, 1.2], [0.1, 0.0, -0.6], [0.5, -0.8, 0.7], [0.3, 2.3, 0.5], [-3.0, 0.4, 0.0], [0.1, -0.2, 0.2], [-0.5, -0.7, 0.8], [1.2, 0.7, -0.2], [-0.1, -0.6, 0.6], [1.0, -0.4, 0.0], [0.1, -0.1, -0.7], [0.6, -0.8, -0.5], [1.3, -0.5, 0.3], [-0.4, -0.1, -1.3], [0.5, -0.4, 0.3], [-0.2, 0.3, 0.2], [-0.1, 0.5, 0.4], [-0.8, -0.5, -0.5], [0.3, -0.7, 0.5], [1.7, -0.3, -0.7], [-1.6, 1.1, 0.5], [2.4, 0.0, 0.8], [1.1, -0.2, -0.7], [-0.1, 0.7, -0.4], [-0.3, -0.4, 0.3], [0.0, -0.2, 0.2], [0.2, 0.0, 0.3], [-1.0, 0.3, -0.7], [-1.3, -0.5, 0.1], [0.1, 0.2, 0.2], [-1.0, -0.2, 0.2], [-0.1, 0.0, 0.1], [-0.8, 0.2, -0.3], [0.7, -0.1, -1.2], [-0.5, -0.5, -0.2], [0.5, 0.4, -0.3], [0.4, 0.9, -0.1], [-0.6, -0.8, 1.8], [-0.7, 0.2, 1.3], [-0.5, 0.6, -0.3], [-0.1, -0.9, 0.2], [0.4, 0.0, 0.5], [0.0, -0.4, -0.1], [-0.3, -0.4, 0.1], [0.2, 0.1, 0.3], [0.3, 0.1, 0.4], [0.4, 0.3, -2.2], [-0.3, 0.5, -0.1], [-0.1, -0.1, 0.6], [1.7, 0.7, -0.6], [0.0, -0.3, 0.0], [0.4, 1.7, -1.4], [1.4, 0.7, 2.2], [0.1, 0.1, -0.6], [0.5, -0.7, 0.3], [-0.8, 0.7, -0.3], [-1.4, -0.3, 1.2], [0.3, -0.7, -0.1], [-0.4, 0.0, 1.2], [-0.3, -0.9, -0.4], [-0.4, -0.6, -0.5], [-0.9, -0.1, -0.9], [-0.1, -0.3, -0.8], [1.0, 0.6, 0.8], [0.5, 0.8, -0.7], [-1.6, 0.0, -0.8], [1.4, 0.0, -0.4], [0.5, -0.6, 1.6], [-0.9, 0.0, 0.0], [0.0, 0.3, -0.2], [-0.1, -0.8, 0.1], [-0.7, -0.2, 0.0], [0.8, -0.2, -0.2], [0.1, 0.3, 1.0], [0.2, 0.0, 0.6], [-0.2, 0.7, -0.5], [-0.3, -0.1, -0.3], [-0.6, -0.6, -1.0], [-1.1, 0.0, 0.2], [0.3, -0.5, -0.9], [-0.7, -0.7, 1.5], [-1.0, 0.3, -2.0], [2.9, 0.6, -0.4], [0.4, -0.5, 0.5], [0.6, 0.0, -0.1], [0.1, 0.4, 0.4], [0.7, 0.3, -0.3], [-0.5, 0.5, -0.5], [0.1, 0.3, 0.9], [0.5, 0.3, -0.2], [-0.9, -0.5, -0.1], [-0.5, 0.0, 1.0], [-0.7, -0.5, 0.2], [-1.0, -1.2, 0.5], [1.3, -1.4, -1.8], [1.4, -0.1, 0.8], [0.1, 1.7, 1.3], [-0.8, -0.1, -0.1], [0.1, -0.3, 0.3], [0.1, 0.7, -0.7], [-0.1, 1.1, -0.3], [0.1, -0.7, 1.3], [0.0, 0.7, -0.2], [-0.2, 0.3, -0.7], [-1.2, -1.2, -0.2], [-0.8, -0.1, -0.4], [0.7, -0.2, 0.8], [0.3, 0.6, -0.5], [-1.0, -0.3, 0.2], [2.3, -0.6, 1.5], [-1.1, 0.5, -0.6], [1.8, -2.9, -0.2], [-1.3, -1.6, -0.6], [0.5, -0.1, 0.2], [0.1, 0.1, -0.2], [-0.9, -0.2, -0.1], [0.2, 0.5, -0.4], [-0.3, -0.1, -0.5], [-0.2, 0.7, 0.3], [-1.0, 1.2, 0.6], [-0.3, 1.9, 1.1], [0.5, -0.1, 0.0], [0.9, 0.6, -1.3]], "lowdin_charge": [-0.06, -0.19, -0.24, -0.22, -0.19, -0.06, 0.08, 0.06, 0.08, 0.13, 0.12, 0.10, 0.14, 0.08, 0.09, 0.08, -0.13, -0.21, -0.14, -0.15, -0.18, -0.11, 0.07, 0.08, 0.10, 0.13, 0.11, 0.13, 0.10, 0.05, 0.08, 0.10, -0.10, -0.18, -0.23, -0.24, -0.16, -0.12, 0.09, 0.06, 0.11, 0.12, 0.13, 0.13, 0.14, 0.08, 0.08, 0.09, -0.10, -0.17, -0.23, -0.24, -0.20, -0.06, 0.08, 0.07, 0.09, 0.13, 0.13, 0.09, 0.14, 0.06, 0.09, 0.11, -0.08, -0.17, -0.21, -0.22, -0.18, -0.08, 0.08, 0.07, 0.09, 0.15, 0.10, 0.13, 0.10, 0.04, 0.10, 0.11, -0.11, -0.18, -0.19, -0.21, -0.17, -0.08, 0.09, 0.06, 0.10, 0.11, 0.13, 0.13, 0.09, 0.10, 0.05, 0.09, -0.07, -0.20, -0.21, -0.14, -0.22, -0.10, 0.08, 0.10, 0.07, 0.09, 0.15, 0.12, 0.10, 0.08, 0.06, 0.09, -0.11, -0.20, -0.19, -0.18, -0.20, -0.11, 0.11, 0.07, 0.07, 0.12, 0.11, 0.11, 0.15, 0.07, 0.07, 0.08, -0.09, -0.20, -0.22, -0.18, -0.24, -0.11, 0.11, 0.06, 0.08, 0.12, 0.13, 0.12, 0.14, 0.09, 0.08, 0.09, -0.10, -0.20, -0.16, -0.19, -0.19, -0.14, 0.04, 0.11, 0.08, 0.10, 0.13, 0.14, 0.14, 0.08, 0.10, 0.09, -0.15, -0.18, -0.14, -0.17, -0.20, -0.11, 0.10, 0.09, 0.06, 0.11, 0.10, 0.11, 0.14, 0.08, 0.11, 0.07, -0.10, -0.19, -0.19, -0.17, -0.20, -0.11, 0.06, 0.06, 0.09, 0.10, 0.15, 0.15, 0.10, 0.07, 0.09, 0.08, -0.06, -0.25, -0.18, -0.28, -0.07, 0.07, 0.08, 0.05, 0.10, 0.10, 0.08, 0.14, 0.07, 0.09, 0.07, -0.04, -0.23, -0.18, -0.29, -0.06, 0.05, 0.09, 0.05, 0.13, 0.07, 0.12, 0.10, 0.06, 0.09, 0.08, -0.06, -0.25, -0.16, -0.29, -0.05, 0.07, 0.08, 0.07, 0.12, 0.11, 0.10, 0.10, 0.05, 0.07, 0.06, -0.06, -0.25, -0.19, -0.29, -0.08, 0.04, 0.08, 0.06, 0.12, 0.10, 0.11, 0.12, 0.08, 0.10, 0.08, -0.08, -0.29, -0.17, -0.26, -0.06, 0.06, 0.08, 0.09, 0.09, 0.12, 0.10, 0.11, 0.07, 0.11, 0.05, -0.08, -0.25, -0.18, -0.26, -0.07, 0.08, 0.07, 0.06, 0.11, 0.12, 0.09, 0.11, 0.05, 0.06, 0.09, -0.08, -0.29, -0.16, -0.34, -0.07, 0.09, 0.08, 0.08, 0.13, 0.12, 0.12, 0.11, 0.07, 0.09, 0.06, -0.07, -0.31, -0.18, -0.32, -0.06, 0.04, 0.09, 0.08, 0.14, 0.13, 0.12, 0.10, 0.09, 0.09, 0.06, -0.06, -0.32, -0.15, -0.29, -0.06, 0.07, 0.04, 0.06, 0.11, 0.10, 0.12, 0.15, 0.03, 0.09, 0.07]}